Here is a single C6H12O molecule from the Open Molecules 2025 dataset. Energies are from the ωB97M-V functional and the def2-TZVPD basis.

Calculated values
HOMO energy: -0.360 Ha
Max |F|: 0.311 eV/A
Energy relative to the best compared isomer or geometry (same formula, charge and spin): 144.4 kJ/mol
SMILES: COCC1(C)CC1
Orbital gap: 10.86 eV
E_LUMO: 1.05 eV

```
19
C6H12O | the Open Molecules 2025 dataset | the ωB97M-V functional and the def2-TZVPD basis
C 2.827 0.021 -0.130
O 1.505 0.456 -0.300
C 0.603 -0.226 0.543
C -0.808 0.069 0.097
C -1.348 1.428 0.488
C -1.190 -0.508 -1.235
C -1.760 -1.096 0.027
H 2.912 -1.067 -0.286
H 3.217 0.254 0.874
H 3.438 0.533 -0.877
H 0.795 -1.311 0.487
H 0.755 0.081 1.594
H -0.661 2.221 0.173
H -1.482 1.501 1.575
H -2.320 1.614 0.018
H -0.430 -1.070 -1.773
H -1.845 0.079 -1.872
H -1.405 -2.073 0.344
H -2.806 -0.906 0.253
```

---

Here is a molecular structure, C39H38As2CdN3O6S from the Open Molecules 2025 dataset. Energies are from the ωB97M-V functional and the def2-TZVPD basis.

Calculated values
HOMO energy: -0.198 Ha
Max |F|: 0.147 eV/A
Energy relative to the best compared isomer or geometry (same formula, charge and spin): 21.9 kJ/mol
Charge: -1
Orbital gap: 7.86 eV
E_LUMO: 2.49 eV

```
90
C39H38As2CdN3O6S | the Open Molecules 2025 dataset | the ωB97M-V functional and the def2-TZVPD basis
Cd 0.801 0.881 -0.415
O -0.993 5.124 3.949
C -0.577 4.279 2.968
C -1.040 4.388 1.662
C -0.597 3.464 0.736
N 0.280 2.524 1.066
C 0.699 2.386 2.319
C 0.300 3.257 3.314
C 1.511 1.118 2.621
O 1.943 0.990 3.764
O 1.591 0.286 1.663
C -1.222 3.355 -0.664
O -1.915 4.296 -1.044
O -0.991 2.255 -1.255
H -1.665 5.709 3.583
H -1.772 5.127 1.358
H 0.635 3.109 4.330
C -3.087 -0.821 0.000
C -2.311 -2.046 -0.486
As -0.689 -1.436 -1.425
C -1.445 -1.162 -3.192
C -1.774 -2.229 -4.024
C -2.347 -1.995 -5.265
C -2.595 -0.692 -5.679
C -2.267 0.372 -4.853
C -1.687 0.144 -3.610
C 0.299 -3.080 -1.700
C 1.323 -3.055 -2.647
C 2.147 -4.157 -2.814
C 1.954 -5.294 -2.041
C 0.940 -5.324 -1.096
C 0.115 -4.218 -0.922
As -1.964 0.153 1.297
C -2.129 -1.093 2.791
C -0.948 -1.563 3.358
C -0.991 -2.472 4.410
C -2.211 -2.915 4.897
C -3.394 -2.447 4.336
C -3.352 -1.539 3.290
C -3.197 1.552 1.857
C -3.292 1.913 3.200
C -4.018 3.034 3.577
C -4.650 3.810 2.613
C -4.551 3.461 1.273
C -3.827 2.339 0.897
H -4.038 -1.100 0.456
H -3.296 -0.136 -0.825
H -2.901 -2.665 -1.166
H -2.014 -2.662 0.365
H -1.570 -3.246 -3.707
H -2.595 -2.829 -5.911
H -3.037 -0.509 -6.651
H -2.451 1.390 -5.173
H -1.429 0.985 -2.973
H 1.506 -2.155 -3.223
H 2.961 -4.109 -3.526
H 2.604 -6.152 -2.165
H 0.794 -6.204 -0.482
H -0.660 -4.249 -0.167
H 0.010 -1.213 2.984
H -0.066 -2.824 4.850
H -2.244 -3.621 5.718
H -4.349 -2.787 4.719
H -4.277 -1.165 2.864
H -2.787 1.322 3.956
H -4.080 3.307 4.623
H -5.213 4.689 2.906
H -5.011 4.077 0.510
H -3.716 2.114 -0.156
C 3.506 -1.604 -0.246
C 3.983 -1.024 -1.552
O 4.452 -1.734 -2.419
H 4.396 -1.850 0.341
H 2.979 -2.537 -0.446
H 2.907 -0.922 0.349
S 2.151 0.650 -2.475
C 3.844 0.492 -1.808
N 4.790 0.963 -2.814
C 6.175 0.881 -2.350
C 6.335 1.741 -1.104
C 5.321 1.293 -0.056
N 3.957 1.253 -0.580
H 4.670 0.396 -3.645
H 6.824 1.237 -3.152
H 6.478 -0.151 -2.117
H 6.154 2.788 -1.364
H 7.353 1.658 -0.713
H 5.329 1.943 0.820
H 5.580 0.290 0.297
H 3.639 2.194 -0.790
```

---

Here is 2 unconnected molecules or ions with the total composition C4H11NO in a non-equilibrium geometry from the Open Molecules 2025 dataset. Energies are from the ωB97M-V functional and the def2-TZVPD basis.

Calculated values
HOMO energy: -0.359 Ha
Max |F|: 1.206 eV/A
Energy relative to the best compared isomer or geometry (same formula, charge and spin): 11.6 kJ/mol
SMILES: CC(N)=O.CC
Orbital gap: 10.58 eV
E_LUMO: 0.81 eV

```
17
C4H11NO | the Open Molecules 2025 dataset | the ωB97M-V functional and the def2-TZVPD basis
C 0.486 -0.457 2.638
C -0.791 -0.022 1.984
N -1.009 1.296 1.826
O -1.645 -0.845 1.689
H 0.746 -1.446 2.271
H 0.231 -0.594 3.693
H 1.347 0.206 2.500
H -1.883 1.555 1.405
H -0.260 1.964 1.871
C 0.859 -0.724 -2.756
C -0.135 0.317 -2.212
H 1.874 -0.337 -2.748
H 0.828 -1.646 -2.182
H 0.551 -0.964 -3.776
H -1.137 -0.119 -2.143
H -0.131 1.184 -2.868
H 0.070 0.632 -1.191
```